Computed, not measured: a cluster of 10 separate species, C50H79ClN4O29 in total at a distorted geometry, with ωB97M-V/def2-TZVPD.

The max |F| comes out at 9.17 eV/A. The HOMO energy is -0.3648 Eh. The value obtained for the lowest unoccupied orbital energy is -0.73 eV. The gap between HOMO and LUMO comes out at 9.20 eV. The structure (SMILES) is [H]/N=C(\N)NCCCC[C@H]1C(=O)N[C@H](CC(=O)Cl)[C@@H]1CCC.C[C@@H]1COC(=O)O1.C[C@@H]1COC(=O)O1.C[C@@H]1COC(=O)O1.C[C@@H]1COC(=O)O1.C[C@@H]1COC(=O)O1.C[C@@H]1COC(=O)O1.C[C@@H]1COC(=O)O1.C[C@@H]1COC(=O)O1.C[C@@H]1COC(=O)O1.

Last column: Löwdin charge in e.
Positions of all 163 atoms, in Å:
H1 -2.65131 -2.87347 5.48202  0.04
N1 -1.77674 -2.96407 4.89693  0.07
C1 -1.30505 -4.27530 4.99498  -0.34
N2 -2.15770 -5.21100 5.85988  0.00
N3 -0.03431 -4.74317 4.25498  -0.03
C2 -0.21873 -4.54997 2.76097  -0.23
C3 1.17955 -4.54915 1.89415  -0.17
C4 2.12787 -3.20260 2.18196  -0.17
C5 3.72197 -3.55775 2.01723  -0.15
C6 4.51935 -3.82564 3.42594  -0.19
C7 4.36457 -2.42887 4.33250  -0.23
O1 4.55583 -1.17631 3.86359  -0.04
N4 3.97526 -2.87306 5.75812  0.04
C8 4.35726 -4.34178 5.86617  -0.29
C9 5.74582 -4.77251 6.62217  -0.09
C10 7.11134 -4.58370 5.73500  -0.55
O2 7.89807 -5.68845 5.60881  -0.10
Cl1 7.70888 -3.02113 4.93768  0.65
C11 3.94060 -5.02489 4.43629  -0.20
C12 4.64182 -6.42057 3.94254  -0.15
C13 3.81325 -7.78701 4.30704  -0.25
C14 2.20704 -7.58136 4.56316  -0.15
H2 -3.17782 -5.00017 5.64908  0.08
H3 -2.02271 -4.84711 6.84414  0.08
H4 0.71846 -4.13636 4.64919  0.07
H5 -0.85181 -5.48401 2.38610  0.14
H6 -0.85590 -3.59207 2.49961  0.11
H7 0.85390 -4.43913 0.75113  0.13
H8 1.83284 -5.52664 2.05559  0.10
H9 1.83298 -2.33486 1.44843  0.11
H10 1.81841 -2.84440 3.26728  0.10
H11 4.32429 -2.73814 1.40512  0.13
H12 3.77236 -4.55856 1.36871  0.12
H13 5.64791 -4.13058 3.20957  0.14
H14 2.92037 -2.91243 5.62098  0.12
H15 3.53381 -4.79856 6.59808  0.16
H16 5.71518 -5.87726 7.07265  0.15
H17 5.84849 -4.06105 7.57523  0.14
H18 2.78707 -4.86322 4.32547  0.11
H19 5.75201 -6.57507 4.32532  0.11
H20 4.72819 -6.34872 2.75425  0.12
H21 4.28130 -8.41141 5.20712  0.11
H22 3.90713 -8.50324 3.35673  0.11
H23 2.08158 -7.34516 5.72443  0.09
H24 1.63306 -8.58045 4.25898  0.09
H25 1.73282 -6.73217 3.89797  0.04
C15 2.94416 3.06073 3.10369  -0.01
C16 3.31573 1.87175 2.24134  -0.34
C17 4.07866 2.23990 1.00467  -0.11
O3 3.75365 1.18284 0.12011  0.07
C18 2.52394 0.72299 0.50264  -0.49
O4 1.84527 -0.05426 -0.14513  0.10
O5 2.15606 1.25356 1.70816  0.09
H26 2.28942 2.74660 3.92346  0.07
H27 3.83426 3.53611 3.52638  0.10
H28 2.38647 3.80800 2.52860  0.10
H29 3.85159 1.12453 2.83929  0.14
H30 5.15778 2.28247 1.17665  0.15
H31 3.75136 3.18261 0.55223  0.14
C19 -0.35030 0.91566 -1.50721  -0.02
C20 -1.52909 1.84457 -1.71441  -0.34
C21 -1.43735 2.66372 -2.96643  -0.10
O6 -2.20373 3.80850 -2.63843  0.07
C22 -2.12975 3.94698 -1.28001  -0.50
O7 -2.50943 4.92726 -0.66420  0.12
O8 -1.57055 2.83956 -0.70467  0.09
H32 -0.41226 0.43527 -0.52498  0.08
H33 -0.31851 0.13935 -2.27746  0.10
H34 0.59617 1.46706 -1.52503  0.09
H35 -2.46781 1.27905 -1.66939  0.14
H36 -1.86113 2.14997 -3.83382  0.12
H37 -0.41790 2.98663 -3.20511  0.15
C23 -5.51626 0.06567 2.22862  -0.02
C24 -4.32832 -0.54417 1.51287  -0.35
C25 -4.45331 -0.53032 0.01916  -0.12
O9 -3.65186 -1.63320 -0.36393  0.04
C26 -3.66912 -2.50731 0.68754  -0.50
O10 -3.24584 -3.64889 0.64344  0.13
O11 -4.22702 -1.93036 1.79479  0.08
H38 -5.42496 -0.08021 3.31018  0.09
H39 -5.59404 1.13744 2.02322  0.09
H40 -6.45150 -0.41855 1.92693  0.09
H41 -3.40002 -0.06369 1.84517  0.17
H42 -4.07461 0.39530 -0.42322  0.13
H43 -5.47480 -0.70478 -0.33674  0.14
C27 -4.90578 -2.27245 -3.30091  -0.01
C28 -4.99400 -1.23801 -4.40433  -0.34
C29 -4.54427 -1.74431 -5.74163  -0.12
O12 -4.11258 -0.55974 -6.38651  0.07
C30 -3.71860 0.29761 -5.39671  -0.49
O13 -3.11331 1.33806 -5.58494  0.12
O14 -4.09231 -0.16942 -4.16694  0.08
H44 -5.13035 -1.81506 -2.33150  0.06
H45 -5.60650 -3.09483 -3.47300  0.10
H46 -3.89338 -2.68393 -3.22404  0.10
H47 -6.00721 -0.82048 -4.45019  0.16
H48 -5.35459 -2.21731 -6.30338  0.12
H49 -3.69665 -2.43638 -5.68576  0.15
C31 -7.84443 2.87819 -7.97315  -0.01
C32 -7.13955 1.59473 -8.36206  -0.34
C33 -7.78336 0.87848 -9.51074  -0.11
O15 -7.41214 -0.46798 -9.27690  0.07
C34 -7.22984 -0.58983 -7.92712  -0.49
O16 -7.09051 -1.64938 -7.34208  0.12
O17 -7.22714 0.63591 -7.32077  0.08
H50 -7.40503 3.29194 -7.05930  0.10
H51 -7.77173 3.62583 -8.76856  0.05
H52 -8.90302 2.69830 -7.75590  0.10
H53 -6.07714 1.79019 -8.55206  0.16
H54 -7.40838 1.22052 -10.47940  0.14
H55 -8.87725 0.94113 -9.50855  0.15
C35 -6.07149 7.43643 -12.04340  -0.02
C36 -6.69787 6.95194 -10.75178  -0.35
C37 -6.07016 5.70340 -10.20946  -0.10
O18 -7.13094 5.12514 -9.47067  0.00
C38 -8.28933 5.55378 -10.05750  -0.50
O19 -9.39552 5.10811 -9.80838  0.15
O20 -8.04073 6.54779 -10.96317  0.10
H56 -6.64407 8.27540 -12.45288  0.09
H57 -5.03825 7.75931 -11.88497  0.09
H58 -6.08083 6.65090 -12.80695  0.09
H59 -6.70140 7.75828 -10.00825  0.16
H60 -5.21582 5.91344 -9.55994  0.15
H61 -5.76281 4.99440 -10.98625  0.15
C39 2.05021 1.39747 9.27547  -0.02
C40 1.96199 2.43191 8.17205  -0.35
C41 2.41171 1.92561 6.83475  -0.12
O21 2.84340 3.11019 6.18988  0.03
C42 3.23739 3.96754 7.17967  -0.50
O22 3.84268 5.00798 6.99144  0.14
O23 2.86367 3.50050 8.40944  0.09
H62 1.82563 1.85486 10.24488  0.09
H63 1.34948 0.57510 9.10338  0.09
H64 3.06260 0.98600 9.35234  0.09
H65 0.94878 2.84944 8.12619  0.16
H66 1.60140 1.45261 6.27300  0.14
H67 3.25933 1.23355 6.89062  0.15
C43 10.30844 -4.61302 3.55943  -0.05
C44 11.03539 -3.92234 2.42370  -0.35
C45 10.59640 -4.37551 1.06395  -0.12
O24 11.74797 -4.13424 0.27583  0.06
C46 12.81964 -4.22017 1.12087  -0.51
O25 13.98262 -4.25654 0.75963  0.13
O26 12.41223 -4.26229 2.42562  0.09
H68 10.75132 -4.33286 4.52107  0.09
H69 9.24734 -4.34679 3.56957  0.01
H70 10.39654 -5.70222 3.48154  0.10
H71 10.95663 -2.83370 2.53178  0.16
H72 9.74354 -3.80347 0.68806  0.14
H73 10.36021 -5.44424 1.01330  0.14
C47 -1.84979 8.06254 -0.69859  -0.02
C48 -1.93801 9.09698 -1.80201  -0.35
C49 -1.48829 8.59068 -3.13931  -0.12
O27 -1.05660 9.77525 -3.78418  0.06
C50 -0.66261 10.63260 -2.79439  -0.51
O28 -0.05732 11.67305 -2.98262  0.13
O29 -1.03633 10.16557 -1.56462  0.08
H74 -2.07437 8.51992 0.27082  0.09
H75 -2.55052 7.24016 -0.87068  0.07
H76 -0.83740 7.65106 -0.62171  0.09
H77 -2.95122 9.51451 -1.84787  0.16
H78 -2.29860 8.11768 -3.70105  0.14
H79 -0.64067 7.89861 -3.08344  0.14

Cartesian forces, eV/Å:
1.228 -0.376 -0.731
2.086 -5.294 0.326
-2.669 4.501 0.036
0.638 1.343 -0.271
-2.105 1.457 1.129
-0.423 -0.508 -1.638
-0.024 0.989 -0.411
-0.490 -0.405 0.293
0.289 -0.671 -0.373
-0.062 0.403 0.108
1.711 3.563 -2.403
-1.617 -7.979 3.498
0.039 -0.023 -2.661
-2.380 -2.363 1.050
0.294 1.659 0.286
3.902 -7.140 0.070
-5.045 7.638 0.593
-1.431 -1.618 1.445
1.770 2.424 -1.408
-0.355 -0.511 -0.340
-0.355 -1.005 -0.925
0.245 -0.359 0.128
1.818 -0.262 0.117
-0.095 -0.742 -1.403
-0.887 -0.400 -0.748
1.297 2.003 0.800
1.430 -1.783 0.581
0.694 -0.674 2.513
-1.550 1.990 -0.339
0.543 -1.746 1.454
0.994 -0.445 -2.012
-1.440 -1.615 1.451
0.013 2.113 1.369
-2.269 1.133 0.382
1.420 0.337 0.662
1.859 1.050 -1.181
0.169 2.430 -1.613
-0.164 -1.336 -2.175
2.045 -1.164 0.385
-2.324 0.772 -0.630
-0.314 -0.143 2.579
-0.951 1.612 -1.856
-0.042 1.525 2.072
-0.173 -0.426 -2.636
1.264 2.147 0.987
1.047 -1.689 1.552
-0.454 -0.060 0.030
0.354 1.041 1.197
0.815 0.447 0.078
-1.046 -0.681 -0.117
-1.009 -1.240 -0.798
1.647 1.310 1.421
-0.048 -0.786 -1.355
0.301 0.069 -0.170
-0.129 -0.148 -0.011
0.153 -0.114 -0.061
0.012 0.017 -0.149
-0.173 -0.134 -0.159
-0.057 -0.022 0.187
-0.182 0.161 0.387
0.893 -1.295 -0.357
0.017 -0.619 -0.953
-0.226 0.652 1.239
-0.539 1.456 0.862
0.686 -1.922 -1.176
-0.635 1.336 -0.083
-0.036 0.023 -0.316
-0.060 0.112 0.098
-0.288 -0.042 -0.123
0.013 0.103 -0.161
-0.058 0.265 0.126
0.013 -0.141 0.190
-0.149 -0.216 0.333
-0.735 1.074 0.649
-0.009 0.775 -0.468
0.244 -0.836 0.590
0.812 -2.252 0.085
-0.886 2.454 0.049
0.517 -0.799 -0.882
0.076 0.137 -0.172
0.092 -0.142 0.008
0.177 0.055 -0.096
-0.036 -0.031 -0.142
0.013 -0.250 -0.018
-0.022 0.076 0.209
0.160 0.164 0.311
-0.627 -1.257 0.721
-0.503 -1.023 -0.373
0.535 1.214 0.586
0.816 1.410 -0.450
-1.112 -1.934 0.365
0.661 0.927 -0.936
-0.074 -0.158 -0.261
0.047 0.169 -0.051
-0.145 0.069 -0.087
0.095 -0.038 -0.165
0.268 0.294 0.066
-0.018 0.081 0.231
-0.203 -0.211 0.308
-0.370 1.666 0.018
-0.119 0.436 -0.783
0.251 -0.647 1.120
0.211 -1.412 0.876
-0.425 2.000 -1.184
0.070 -1.644 -0.246
0.077 0.005 -0.200
-0.127 -0.997 0.704
0.134 -0.121 -0.114
-0.049 -0.122 -0.056
-0.022 -0.236 0.126
0.111 0.152 0.111
-0.274 0.125 -0.311
0.922 0.791 -0.828
1.004 0.018 0.212
-0.618 0.942 -0.614
-2.482 -0.487 0.167
2.494 0.910 -0.523
-0.508 -0.971 0.809
0.164 -0.058 0.160
-0.156 -0.034 0.056
0.029 0.013 0.211
0.038 -0.143 0.019
-0.232 -0.145 0.021
-0.034 0.199 -0.072
0.172 0.140 0.386
-0.452 -1.015 0.848
-0.364 -0.722 -0.443
0.370 0.848 0.594
1.299 2.213 -0.263
-1.356 -2.354 0.358
0.422 0.590 -0.944
-0.099 -0.086 -0.185
0.048 0.151 -0.030
-0.133 0.064 -0.163
0.072 -0.040 -0.105
0.160 0.171 -0.057
-0.107 0.007 0.163
0.258 -0.169 0.145
-1.013 -0.261 1.063
-0.798 0.122 -0.335
0.932 -0.004 0.290
2.446 -0.096 -0.654
-2.592 0.081 0.763
0.619 0.034 -1.089
-0.192 0.068 -0.138
0.420 -0.130 -0.112
-0.014 0.163 -0.121
-0.016 -0.050 -0.130
0.231 -0.054 -0.088
-0.003 0.073 0.206
0.016 0.180 0.295
-0.426 -1.136 0.975
-0.423 -0.684 -0.433
0.386 0.870 0.399
1.220 2.088 -0.230
-1.309 -2.258 0.355
0.487 0.704 -1.051
-0.083 -0.053 -0.177
0.159 0.160 0.002
-0.147 0.036 -0.164
0.070 -0.035 -0.119
0.178 0.174 -0.027
-0.115 0.015 0.191